Record 1
124
Properties=species:S:1:pos:R:3:forces:R:3:mulliken_charge:R:1 method="wB97M-V/def2-TZVPD" energy_ev=-206343.413 homo_lumo_gap_ev=8.045 smiles=c1cc[nH]c1.c1cc[nH]c1.c1cc[nH]c1.c1cc[nH]c1.c1cc[nH]c1.c1cc[nH]c1.c1cc[nH]c1.c1cc[nH]c1.c1cc[nH]c1.C1CCOC1.C1CCOC1.BrCCBr
C -4.67453 1.19571 3.69925 -0.20 0.62 -0.95 -0.608
C -4.96181 2.11660 4.74783 0.31 -1.24 0.45 -1.036
C -3.86432 2.92410 4.86459 0.22 0.75 -0.32 -0.117
N -3.03463 2.70359 3.79396 -0.34 -0.95 0.32 0.235
C -3.51719 1.61366 3.09808 0.29 0.16 0.24 -0.703
H -5.28691 0.40912 3.28920 -0.13 -0.04 0.25 0.482
H -5.80598 2.00600 5.40832 0.09 0.30 0.16 0.390
H -3.53231 3.61394 5.62351 -0.38 0.22 -0.06 0.410
H -2.11320 3.11180 3.68841 -0.26 -0.04 -0.04 0.601
H -2.99502 1.20348 2.24787 -0.04 -0.02 0.02 0.368
C -3.17332 -3.97698 -5.30107 0.45 -0.28 -0.38 -0.823
C -1.81220 -3.74787 -4.94891 0.01 -0.37 0.72 -0.724
C -1.80685 -2.76698 -3.98898 0.03 0.62 -0.93 -0.208
N -3.07433 -2.25932 -3.92397 -0.09 -0.84 1.24 0.028
C -3.93643 -3.07976 -4.60524 0.28 0.57 -0.39 -0.379
H -3.46900 -4.71963 -6.02413 -0.35 0.03 0.12 0.386
H -0.94924 -4.32200 -5.24507 -0.05 -0.05 -0.11 0.448
H -1.00068 -2.33809 -3.41758 0.01 0.12 -0.08 0.376
H -3.36042 -1.57866 -3.23548 -0.08 -0.16 -0.13 0.504
H -4.99808 -2.91448 -4.55232 -0.03 0.02 -0.15 0.401
C -0.42790 1.67219 -4.09043 1.31 -0.35 0.02 0.029
C -0.99813 2.70599 -4.85523 -0.99 -0.10 0.20 -1.005
C -1.63584 3.54260 -3.95311 0.77 0.08 -0.29 -0.617
N -1.33173 3.09102 -2.71348 -0.04 0.13 1.31 0.412
C -0.56426 1.96699 -2.75230 -0.01 0.08 -1.14 -2.168
H 0.16864 0.85349 -4.45649 -0.10 -0.10 -0.14 0.472
H -1.02795 2.74923 -5.93046 -0.04 0.14 -0.01 0.457
H -2.14180 4.48523 -4.07035 -0.19 -0.09 -0.12 0.456
H -1.59049 3.51665 -1.83663 -0.10 0.15 -0.25 0.390
H -0.15812 1.45041 -1.89856 -0.19 0.17 0.23 1.357
C -0.56481 4.71796 3.72559 1.61 -0.20 1.31 -0.660
C 0.12554 3.48411 3.50425 -1.13 -0.48 -1.02 0.415
C -0.06036 2.68851 4.60092 1.52 0.50 1.10 -1.281
N -0.47814 3.52022 5.62234 -0.64 0.13 -0.67 0.186
C -0.79715 4.73896 5.09115 -0.36 0.52 -0.48 -0.998
H -0.63802 5.52758 3.02092 -0.11 0.12 0.07 0.543
H 0.57594 3.21966 2.56101 -0.21 -0.27 0.48 0.599
H 0.20813 1.67144 4.83146 0.28 0.02 -0.20 0.658
H -0.52604 3.28588 6.59630 -0.21 -0.13 -0.02 0.205
H -1.14131 5.56863 5.68653 -0.13 -0.18 0.18 0.431
C -0.26293 3.50920 0.46089 0.20 0.19 -0.36 1.409
C -0.06919 4.70830 -0.27293 0.17 -0.15 -0.16 -1.265
C -1.29769 5.28376 -0.43236 -0.06 0.30 0.05 -1.505
N -2.22138 4.48494 0.18784 -0.13 0.34 0.03 0.003
C -1.59652 3.41212 0.75118 0.32 -0.22 0.33 1.063
H 0.50732 2.82308 0.77351 -0.14 -0.02 -0.26 0.211
H 0.85411 5.07801 -0.68772 0.01 0.04 0.02 0.468
H -1.59348 6.17611 -0.95664 -0.02 0.03 0.03 0.520
H -3.18002 4.75831 0.31212 -0.09 -0.25 0.08 0.215
H -2.06521 2.73115 1.44222 -0.26 0.10 -0.47 -1.343
C -2.71581 -3.42105 4.28866 -0.53 -0.50 -0.64 -0.800
C -3.65397 -2.96246 5.25260 0.27 -0.02 -0.20 -0.531
C -3.29431 -1.67875 5.55010 -0.16 0.13 0.44 -0.469
N -2.20885 -1.35068 4.80013 -0.05 0.17 0.14 0.187
C -1.85778 -2.40233 3.98981 0.26 0.48 0.54 -0.285
H -2.78410 -4.37064 3.78045 0.23 -0.01 0.05 0.398
H -4.49438 -3.52087 5.62447 0.00 0.04 0.16 0.414
H -3.68459 -0.97058 6.26181 -0.14 0.00 -0.07 0.427
H -1.76658 -0.45404 4.88812 0.14 -0.03 -0.33 0.206
H -1.01382 -2.29667 3.33115 -0.04 -0.22 -0.14 0.461
C -5.13524 -0.08437 -2.71807 -0.07 -0.14 -0.50 -0.625
C -4.86663 -0.48795 -1.37712 -0.68 0.14 -0.36 -0.939
C -3.57730 -0.13248 -1.10420 0.50 -0.23 0.42 -0.337
N -3.03674 0.40916 -2.23023 -0.39 0.71 -0.14 0.881
C -4.00498 0.50923 -3.19908 1.14 0.13 0.08 -0.447
H -5.96337 -0.35531 -3.35376 -0.33 0.27 0.31 0.493
H -5.61932 -0.91788 -0.73844 0.28 -0.18 0.24 0.477
H -2.94524 -0.25552 -0.23813 -0.43 0.06 -0.15 0.393
H -2.12177 0.84415 -2.33859 -0.41 -0.41 0.22 0.071
H -3.66712 0.94256 -4.12759 -0.51 -0.14 -0.23 0.344
C -1.08496 -0.94417 0.71743 0.94 -1.14 0.06 -1.472
C -0.60400 -1.73337 -0.38468 -0.61 0.68 -0.47 -2.228
C 0.48445 -1.08272 -0.89644 0.65 -0.45 0.42 -0.580
N 0.82136 -0.05674 -0.04534 -0.55 -0.72 -0.71 2.527
C -0.12227 -0.00230 0.94194 0.17 1.38 0.16 -1.204
H -1.97225 -1.16606 1.28666 0.13 0.12 0.25 1.608
H -1.05944 -2.60650 -0.82437 -0.17 0.09 0.01 0.556
H 1.09509 -1.30567 -1.75600 0.06 -0.10 0.10 0.355
H 1.69979 0.44370 -0.12643 -0.32 0.17 0.18 -0.751
H -0.02273 0.82274 1.63481 -0.32 -0.30 0.31 1.073
C 4.11157 0.53062 -1.66640 0.11 -0.12 -0.54 -0.670
C 3.78505 0.80368 -0.31807 0.30 0.24 0.55 -0.245
C 3.26807 2.07834 -0.26819 -0.18 -0.01 -0.10 -0.854
N 3.23524 2.55140 -1.54269 0.21 0.26 -0.37 0.083
C 3.78216 1.63860 -2.40132 -0.72 -0.01 0.14 -0.848
H 4.50954 -0.36481 -2.11544 0.07 -0.10 0.26 0.543
H 3.93216 0.18251 0.55159 0.10 -0.10 -0.08 0.526
H 2.89963 2.68653 0.54093 0.07 -0.11 0.14 0.729
H 2.81218 3.41192 -1.84148 0.04 0.06 0.10 0.260
H 3.74651 1.81069 -3.46310 0.19 -0.04 -0.02 0.464
C 4.20129 -0.47498 4.58233 -0.64 -0.24 0.83 -0.655
C 3.52737 -1.54475 3.71543 0.44 0.48 -1.58 -0.621
C 2.31777 -0.78261 3.09016 -0.22 -0.66 2.09 0.321
O 2.41296 0.55348 3.58498 -0.23 0.80 -0.99 -0.190
C 3.75368 0.81226 3.89689 1.06 0.05 0.14 -0.437
H 5.26930 -0.54802 4.77733 0.07 -0.21 -0.43 0.427
H 3.71683 -0.56506 5.56191 0.10 0.46 0.04 0.227
H 3.18234 -2.45124 4.20173 0.23 0.03 0.27 0.406
H 4.19647 -1.81597 2.89126 0.03 -0.25 0.17 0.136
H 1.42223 -1.14009 3.60547 -0.24 -0.25 -0.63 0.060
H 2.21526 -0.89866 2.01403 0.13 0.32 -0.08 -0.177
H 3.86907 1.72532 4.48370 -0.51 -0.18 0.35 0.388
H 4.38627 1.03364 3.01786 -0.27 -0.40 -0.22 0.166
C 5.63847 -4.51043 -1.11961 -0.39 -0.46 0.73 -0.591
C 4.33049 -4.14329 -0.41068 -0.65 0.75 -0.02 -0.281
C 3.30234 -4.21555 -1.54567 0.77 -0.28 0.20 0.139
O 3.80125 -5.26870 -2.37774 -0.17 0.32 -0.84 -0.488
C 5.19312 -5.51705 -2.17581 -0.49 0.22 1.12 -0.518
H 6.27990 -4.94362 -0.35127 0.48 0.04 -0.42 0.343
H 6.08862 -3.62479 -1.56468 0.08 0.02 0.09 0.281
H 4.46654 -3.15297 0.03324 -0.41 0.07 -0.10 0.074
H 3.97053 -4.78356 0.39604 0.64 -0.40 -0.03 0.325
H 3.25589 -3.24033 -2.04151 -0.14 -0.18 -0.41 -0.168
H 2.31037 -4.56437 -1.26921 -0.11 0.41 0.27 0.295
H 5.75295 -5.42263 -3.10325 -0.05 -0.25 -0.10 0.306
H 5.23679 -6.50911 -1.71949 0.40 -0.21 -0.51 0.273
Br 3.26313 -2.34755 -8.69490 -0.16 0.02 0.04 -0.175
C 2.80254 -1.45834 -7.03030 0.69 -0.11 0.53 -0.600
C 2.26713 -2.43866 -6.01505 -0.96 0.59 -0.02 -0.616
Br 1.99903 -1.42299 -4.34884 0.27 -0.15 -0.09 -0.036
H 2.09830 -0.65735 -7.22088 -0.10 -0.07 -0.18 0.374
H 3.72593 -1.03255 -6.64582 0.04 0.09 -0.20 0.369
H 2.88803 -3.29532 -5.79129 0.13 0.02 -0.05 0.457
H 1.24774 -2.71196 -6.27174 0.12 -0.42 -0.05 0.309

=====

Record 2
20
Properties=species:S:1:pos:R:3:forces:R:3:nbo_charge:R:1 method="wB97M-V/def2-TZVPD" relative_energy_kcal_mol=45.9 s_squared=0.75 energy_ev=-9489.129 charge=+1 multiplicity=2 homo_lumo_gap_ev="8.463 / 5.096"
C 1.23209 0.81145 0.35265 2.14 1.15 0.87 -0.728
C -0.15749 1.28233 0.37206 1.73 -1.84 0.11 0.309
C -0.38264 2.62736 0.57416 -1.05 0.72 -0.78 -0.066
C -1.40422 -0.71745 1.13281 -0.13 0.95 0.84 -0.279
C -1.09504 0.17481 0.19817 -0.55 -2.25 -0.96 -0.171
C -1.41328 -0.17037 -1.24822 -0.51 3.04 1.02 -0.230
C -1.26731 -1.24070 -1.98322 0.76 -0.92 -1.43 -0.318
H 1.49626 -0.03854 -0.26425 -0.62 -0.40 0.17 0.296
H 1.61414 0.64223 1.40279 -0.99 -0.62 -0.37 0.324
H 2.02129 1.58126 0.22196 -0.76 0.30 -0.71 0.265
H -1.37030 2.91348 0.91718 0.16 0.46 0.20 0.237
H 0.34278 3.33230 0.16071 -0.25 0.04 0.56 0.243
H -1.98450 -1.58789 0.85736 0.05 0.02 0.13 0.242
H -1.19692 -0.49849 2.17784 0.03 -0.41 -0.05 0.210
H -1.87742 0.75197 -1.63220 0.38 -0.55 -0.85 0.204
H -1.36064 -1.16861 -3.07125 -0.78 0.23 0.38 0.230
H -0.90693 -2.23234 -1.74974 0.28 0.15 0.87 0.226
H 2.39223 -2.41720 1.24986 0.11 -0.10 0.01 0.476
H 2.98669 -1.70402 0.03854 0.71 0.24 -0.13 0.464
O 2.33124 -2.34160 0.29278 -0.72 -0.21 0.12 -0.934